A 8-piece molecular cluster, C42H57F3O25 overall. Source: OMol25; level of theory: ωB97M-V with the def2-TZVPD basis set.

Results
M: 1018.887 g/mol
Kohn-Sham gap: 8.9 eV
strongest force on any atom: 0.01339 Eh/bohr
DFT total energy: -3815.3118 Eh
SMILES string: CC(=O)OCC1=C(CCCF)C(=O)C(F)=C([C@H](C)F)C1=O.C[C@@H]1COC(=O)O1.C[C@@H]1COC(=O)O1.C[C@@H]1COC(=O)O1.C[C@@H]1COC(=O)O1.C[C@@H]1COC(=O)O1.C[C@@H]1COC(=O)O1.C[C@@H]1COC(=O)O1

Last columns: bonded neighbours and bond lengths (Å).
Positions of all 127 atoms, in Å:
1 C 0.7752 -5.8772 -4.8511  C32 1.512, C72 1.503, O108 1.449, H125 1.093
2 C 2.6067 9.2365 -0.7506  H45 1.086, H50 1.090, C97 1.503, H98 1.091
3 F 1.7861 1.0273 2.5107  C25 1.403
4 H 6.3699 -1.7209 4.9905  C86 1.094
5 H -2.4573 -3.7036 2.5252  C71 1.086
6 H -2.4293 -6.7277 2.7806  C55 1.090
7 H 0.7339 9.9699 0.0067  C97 1.095
8 H -2.5930 -9.8222 -3.4726  C103 1.086
9 O -2.7041 -5.6549 -4.2243  C36 1.190
10 O -0.7881 -6.4695 0.6334  C21 1.193
11 O -3.2322 1.7515 0.3540  C29 1.208
12 H 0.1261 -1.5888 1.3372  C92 1.091
13 C -5.4235 -8.9658 -2.4901  H23 1.089, C34 1.504, H94 1.090, H117 1.090
14 H -0.9215 -4.2023 3.2772  C71 1.093
15 H 0.9591 -5.4576 -2.7300  C32 1.094
16 O 2.2010 10.2891 1.4053  C82 1.352, C97 1.444
17 H 2.7120 -6.9763 1.9678  C52 1.094
18 O 1.3322 -5.8201 0.9739  C21 1.345, C52 1.448
19 C 2.3537 -7.5616 -0.0747  O26 1.442, C52 1.514, H59 1.086, H118 1.090
20 H 5.8023 -1.8946 7.4076  C68 1.090
21 C 0.3841 -6.6827 0.5648  O10 1.193, O18 1.345, O26 1.347
22 H -4.5069 10.0070 -5.1930  C119 1.089
23 H -6.4043 -8.5945 -2.7825  C13 1.089
24 O 1.8956 3.9528 -1.6331  C84 1.358, C127 1.429
25 C 1.2263 0.2403 1.4926  F3 1.403, C90 1.504, C92 1.510, H115 1.090
26 O 0.9408 -7.8074 0.0744  C19 1.442, C21 1.347
27 C -2.3611 4.3397 -0.6227  C74 1.502, C83 1.530, H101 1.091, H112 1.090
28 H -5.6003 7.2666 -2.4031  C69 1.086
29 C -2.0553 2.0223 0.3855  O11 1.208, C44 1.494, C74 1.491
30 C -2.1434 -3.4770 5.6456  O35 1.188, O49 1.354, O85 1.354
31 H 3.0028 11.9082 -0.6559  C78 1.093
32 C 0.6231 -6.2582 -3.3961  C1 1.512, H15 1.094, O38 1.438, H104 1.082
33 O 4.1134 -0.8592 3.7450  C65 1.346, C88 1.433
34 C -4.3783 -8.5348 -3.4819  C13 1.504, O61 1.446, H80 1.094, C103 1.516
35 O -2.0448 -2.8737 6.6642  C30 1.188
36 C -3.0581 -6.7419 -3.8934  O9 1.190, O54 1.354, O61 1.346
37 H 4.6868 -6.0444 0.7596  C93 1.090
38 O 1.5336 -7.3646 -3.2812  C32 1.438, C47 1.356
39 C -2.5234 7.2988 -3.0455  O42 1.347, O63 1.357, O95 1.189
40 H 3.5539 3.3989 0.1295  C123 1.086
41 H 3.6036 -5.0575 -0.2396  C93 1.091
42 O -2.9208 8.2560 -3.9064  C39 1.347, C120 1.445
43 O 1.6775 12.3762 0.8504  C78 1.432, C82 1.357
44 C -1.0925 1.2100 1.1884  C29 1.494, C90 1.326, F100 1.326
45 H 2.5026 8.2406 -0.3294  C2 1.086
46 H -3.2283 4.6040 1.8082  C106 1.093
47 C 2.5077 -7.1933 -4.2093  O38 1.356, O60 1.190, O108 1.348
48 H 5.9693 -3.5020 6.6890  C68 1.089
49 O -2.3315 -4.8145 5.5529  C30 1.354, C124 1.443
50 H 2.2693 9.1976 -1.7865  C2 1.090
51 O 2.0106 11.8539 3.0180  C82 1.187
52 C 2.6057 -6.5089 0.9842  H17 1.094, O18 1.448, C19 1.514, C93 1.502
53 H 1.1118 -3.7774 -4.5660  C72 1.091
54 O -2.2278 -7.8064 -3.7849  C36 1.354, C103 1.435
55 C -2.1776 -6.5088 3.8182  H6 1.090, H79 1.091, H122 1.089, C124 1.502
56 H 3.5174 -0.8804 5.7152  C88 1.093
57 H 0.0744 4.1587 -2.5804  C127 1.092
58 H 0.7467 -4.2375 -6.2307  C72 1.089
59 H 2.9052 -8.4866 0.0634  C19 1.086
60 O 3.5182 -7.8205 -4.2422  C47 1.190
61 O -4.3177 -7.0934 -3.5741  C34 1.446, C36 1.346
62 H -0.5495 -4.2222 -5.0205  C72 1.090
63 O -3.5667 6.8872 -2.2813  C39 1.357, C69 1.434
64 H -0.9796 5.7890 0.2976  C83 1.090
65 C 4.2119 -2.1501 3.3750  O33 1.346, O75 1.192, O107 1.350
66 H -3.7461 -5.0541 4.0853  C124 1.094
67 H 3.7185 5.0830 0.7324  C123 1.087
68 C 5.3717 -2.5918 6.6885  H20 1.090, H48 1.089, C86 1.504, H99 1.090
69 C -4.6558 7.7943 -2.5006  H28 1.086, O63 1.434, H81 1.093, C120 1.516
70 H 0.2808 5.1175 -1.1291  C127 1.088
71 C -1.9787 -3.9916 3.4565  H5 1.086, H14 1.093, O85 1.434, C124 1.516
72 C 0.5055 -4.4377 -5.1876  C1 1.503, H53 1.091, H58 1.089, H62 1.090
73 H 1.6372 -1.7203 2.2323  C92 1.088
74 C -1.4593 3.1673 -0.3607  C27 1.502, C29 1.491, C105 1.338
75 O 3.8172 -2.5846 2.3377  C65 1.192
76 H 3.7062 -4.7551 1.4907  C93 1.088
77 H -2.5149 6.4238 -0.2187  C83 1.088
78 C 1.9697 11.6911 -0.3728  H31 1.093, O43 1.432, C97 1.515, H113 1.086
79 H -1.0937 -6.5654 3.9275  C55 1.091
80 H -4.6087 -8.9103 -4.4829  C34 1.094
81 H -4.5970 8.5933 -1.7575  C69 1.093
82 C 1.9682 11.5349 1.8751  O16 1.352, O43 1.357, O51 1.187
83 C -2.0439 5.5597 0.2449  C27 1.530, H64 1.090, H77 1.088, C106 1.524
84 C 2.6515 4.9399 -1.0861  O24 1.358, O96 1.202, C123 1.499
85 O -2.0790 -2.9252 4.4107  C30 1.354, C71 1.434
86 C 5.3568 -1.9693 5.3194  H4 1.094, C68 1.504, C88 1.517, O107 1.445
87 F -1.4724 5.2483 2.5574  C106 1.393
88 C 4.4393 -0.7753 5.1383  O33 1.433, H56 1.093, C86 1.517, H116 1.086
89 H 4.6740 4.5273 -0.6363  C123 1.091
90 C 0.1734 1.0742 0.8168  C25 1.504, C44 1.326, C109 1.495
91 H -2.7633 -8.7667 -2.0438  C103 1.093
92 C 0.7722 -1.0843 2.0571  H12 1.091, C25 1.510, H73 1.088, H114 1.089
93 C 3.7225 -5.5364 0.7336  H37 1.090, H41 1.091, C52 1.502, H76 1.088
94 H -5.1938 -8.5777 -1.4975  C13 1.090
95 O -1.4207 6.8645 -2.9523  C39 1.189
96 O 2.4916 6.0974 -1.3657  C84 1.202
97 C 1.7948 10.2386 0.0207  C2 1.503, H7 1.095, O16 1.444, C78 1.515
98 H 3.6646 9.5036 -0.7307  C2 1.091
99 H 4.3604 -2.8479 7.0055  C68 1.090
100 F -1.6264 0.6026 2.2396  C44 1.326
101 H -3.3793 4.0253 -0.3880  C27 1.091
102 H -4.4973 10.4043 -3.4733  C119 1.090
103 C -2.9419 -8.8569 -3.1179  H8 1.086, C34 1.516, O54 1.435, H91 1.093
104 H -0.3782 -6.5687 -3.1273  C32 1.082
105 C -0.1863 3.0597 -0.7570  C74 1.338, C109 1.500, C127 1.508
106 C -2.5386 5.4419 1.6817  H46 1.093, C83 1.524, F87 1.393, H110 1.091
107 O 4.8063 -2.8808 4.3423  C65 1.350, C86 1.445
108 O 2.1668 -6.2164 -5.0725  C1 1.449, C47 1.348
109 C 0.5526 1.7939 -0.4371  C90 1.495, C105 1.500, O111 1.209
110 H -3.0542 6.3488 1.9996  C106 1.091
111 O 1.3810 1.3237 -1.1813  C109 1.209
112 H -2.3689 4.6104 -1.6790  C27 1.090
113 H 1.2934 12.0278 -1.1537  C78 1.086
114 H 0.2191 -0.9552 2.9859  C92 1.089
115 H 2.0167 0.0686 0.7617  C25 1.090
116 H 4.9013 0.1841 5.3508  C88 1.086
117 H -5.4644 -10.0544 -2.4448  C13 1.090
118 H 2.5239 -7.1786 -1.0813  C19 1.090
119 C -4.8589 9.6894 -4.2130  H22 1.089, H102 1.090, C120 1.504, H121 1.090
120 C -4.3649 8.3041 -3.8984  O42 1.445, C69 1.516, C119 1.504, H126 1.094
121 H -5.9490 9.7025 -4.2157  C119 1.090
122 H -2.6215 -7.2695 4.4593  C55 1.089
123 C 3.7043 4.4387 -0.1436  H40 1.086, H67 1.087, C84 1.499, H89 1.091
124 C -2.6595 -5.1341 4.1849  O49 1.443, C55 1.502, H66 1.094, C71 1.516
125 H 0.1756 -6.5437 -5.4768  C1 1.093
126 H -4.7146 7.5848 -4.6441  C120 1.094
127 C 0.4807 4.1420 -1.5675  O24 1.429, H57 1.092, H70 1.088, C105 1.508